# 1
{
  "formula": "C31H30ClN4O9RuSSi",
  "method": "the ωB97M-V functional and the def2-TZVPD basis",
  "e_homo_ha": [-0.396, -0.448],
  "multiplicity": 5,
  "orbital_gap_ev": [7.44, 6.44],
  "relative_energy_ev": 3.5685,
  "charge": 1,
  "energy_ha": -3337.85477,
  "fmax_ev_per_a": 0.618,
  "elements": ["Ru", "O", "C", "O", "C", "C", "Cl", "N", "N", "C", "C", "O", "O", "C", "C", "C", "C", "C", "C", "H", "H", "H", "H", "H", "H", "O", "C", "N", "S", "O", "O", "C", "C", "C", "C", "C", "C", "H", "H", "H", "H", "C", "Si", "C", "C", "C", "C", "C", "C", "C", "H", "H", "H", "H", "H", "H", "H", "H", "H", "H", "H", "C", "C", "C", "C", "C", "N", "H", "H", "H", "H", "H", "H", "H", "H", "H", "O", "O"],
  "positions_angstrom": [[-0.0952, 0.9981, -0.3705], [4.7500, 4.1608, 0.0171], [5.0950, 2.8897, 0.0799], [6.2223, 2.5275, 0.2745], [4.0028, 1.8742, -0.0865], [4.1928, 0.4952, -0.0735], [5.6056, -0.3775, 0.2247], [2.9888, -0.1122, -0.2575], [2.0281, 0.8303, -0.3528], [2.6213, 2.0138, -0.2638], [1.7093, 3.1985, -0.2709], [2.1298, 4.3350, -0.2869], [0.4485, 2.8805, -0.2167], [2.6735, -1.4914, -0.4079], [1.5004, -1.9614, 0.3795], [1.1433, -4.4588, -1.1019], [2.4572, -4.5845, -1.3044], [3.4520, -3.5929, -1.5446], [3.4841, -2.2278, -1.2297], [3.7813, 4.3115, -0.1150], [1.0600, -1.0924, 0.8737], [0.4369, -5.2708, -0.9981], [2.8325, -5.6091, -1.2910], [4.3451, -3.9595, -2.0337], [4.3138, -1.6979, -1.6802], [-1.3860, 2.5512, -2.3602], [-2.2033, 2.4408, -1.4734], [-1.9984, 1.5747, -0.4060], [-3.1473, 1.7435, 0.7881], [-2.5788, 2.4079, 1.9296], [-3.8008, 0.4902, 1.0160], [-4.1248, 2.8700, -0.1501], [-5.3343, 3.4268, 0.2071], [-5.8975, 4.3301, -0.6871], [-5.2615, 4.6525, -1.8826], [-4.0444, 4.0793, -2.2242], [-3.4827, 3.1782, -1.3354], [-5.8228, 3.1752, 1.1374], [-6.8454, 4.7919, -0.4486], [-5.7262, 5.3608, -2.5541], [-3.5401, 4.3189, -3.1496], [-1.3736, -3.2672, 0.0977], [0.1313, -2.6046, -0.7812], [1.9251, -2.9086, 1.5176], [0.2471, -2.7718, -2.6511], [-0.5950, -3.7166, -3.2543], [-0.7035, -3.7978, -4.6305], [0.0636, -2.9621, -5.4299], [0.9279, -2.0435, -4.8506], [1.0381, -1.9608, -3.4749], [-1.1083, -4.0244, 0.8352], [-2.0766, -3.7137, -0.6046], [-1.8962, -2.4518, 0.6004], [2.5388, -3.7300, 1.1616], [1.0506, -3.3287, 2.0154], [2.5028, -2.3553, 2.2590], [-1.1895, -4.3826, -2.6405], [-1.3752, -4.5157, -5.0793], [-0.0071, -3.0288, -6.5071], [1.5146, -1.3852, -5.4766], [1.7067, -1.2285, -3.0473], [-0.7934, 2.5069, 4.6668], [-0.6446, 1.0349, 4.2561], [-1.9631, 0.2684, 4.4452], [0.5059, 0.3547, 5.0125], [-0.3286, 1.0057, 2.8326], [-0.0839, 0.9955, 1.7132], [-1.1643, 2.5352, 5.6912], [-1.5035, 3.0211, 4.0217], [0.1641, 3.0251, 4.6323], [-2.2499, 0.3441, 5.4938], [-1.8463, -0.7856, 4.1956], [-2.7543, 0.6936, 3.8318], [0.2607, 0.3453, 6.0736], [1.4417, 0.8971, 4.8831], [0.6413, -0.6758, 4.6856], [-0.7010, -0.8633, -0.9229], [-0.2868, 0.0040, -1.9419]],
  "forces_ev_per_a": [[-0.26, 0.18, 0.14], [0.06, 0.07, 0.00], [0.02, -0.01, 0.16], [0.00, 0.02, -0.07], [-0.02, -0.17, -0.10], [-0.04, 0.16, 0.02], [-0.06, 0.01, -0.02], [0.17, 0.28, 0.07], [-0.03, 0.10, -0.07], [0.13, -0.07, 0.08], [0.27, 0.12, 0.08], [-0.13, -0.13, 0.02], [-0.30, -0.12, -0.24], [-0.03, -0.16, -0.14], [-0.13, -0.10, -0.02], [0.14, 0.03, -0.13], [-0.07, -0.09, 0.18], [0.08, 0.04, -0.10], [0.01, 0.05, -0.02], [0.04, -0.03, -0.05], [-0.01, -0.07, -0.04], [-0.09, -0.08, -0.04], [0.01, -0.02, 0.03], [0.01, -0.02, -0.04], [0.00, 0.02, 0.03], [-0.09, -0.02, -0.02], [0.05, 0.28, -0.21], [0.40, 0.27, 0.02], [-0.10, -0.20, 0.04], [-0.09, 0.09, -0.03], [0.01, 0.00, -0.01], [0.08, -0.05, -0.02], [-0.05, 0.03, 0.00], [0.01, -0.04, 0.05], [0.03, 0.00, -0.02], [0.04, -0.07, 0.05], [-0.10, -0.09, 0.01], [-0.01, 0.00, 0.02], [-0.02, 0.00, 0.01], [0.00, 0.01, -0.01], [0.02, 0.00, -0.02], [0.20, -0.05, -0.03], [-0.15, 0.45, 0.18], [-0.01, -0.04, 0.02], [-0.02, -0.19, 0.13], [-0.22, -0.06, -0.12], [-0.02, -0.04, 0.07], [-0.04, -0.03, -0.06], [0.08, 0.06, 0.06], [0.18, 0.05, -0.05], [0.01, -0.02, 0.02], [-0.03, 0.00, -0.04], [0.01, 0.02, 0.01], [0.01, -0.03, -0.01], [-0.01, -0.01, 0.02], [0.02, 0.01, 0.02], [-0.01, -0.01, -0.03], [-0.02, -0.02, 0.00], [-0.01, 0.00, -0.01], [0.02, 0.01, 0.00], [0.04, 0.00, 0.01], [-0.06, 0.06, 0.03], [-0.01, -0.05, 0.13], [-0.03, 0.02, 0.03], [-0.02, 0.02, 0.03], [0.15, 0.06, -0.32], [0.01, -0.23, 0.18], [0.03, 0.00, 0.01], [0.00, -0.01, 0.04], [0.01, 0.01, -0.03], [0.01, -0.01, 0.01], [0.00, -0.02, -0.02], [-0.02, 0.01, 0.01], [-0.01, 0.01, 0.02], [0.02, 0.00, -0.01], [0.00, -0.03, 0.00], [-0.30, -0.41, 0.35], [0.26, 0.27, -0.28]],
  "mulliken_charge": [0.1545, -0.5314, 0.4250, -0.5576, -0.3210, 0.4425, -0.0645, 0.3484, 0.2401, -0.1211, 0.9798, -0.7456, -0.3671, -0.5706, 2.6438, -0.6353, -0.9745, -1.0280, -0.3585, 0.4201, -0.5792, 0.5824, 0.4773, 0.4496, 0.4968, -0.4906, 0.4754, 1.0302, 1.0622, -0.5943, -0.7049, 0.3138, -0.6146, -0.6114, -0.5262, -0.5943, -0.0204, 0.4881, 0.4191, 0.4213, 0.5193, -1.3170, 1.0240, -1.9019, 1.0043, -0.6429, -0.8179, -0.6012, -0.8752, 0.1056, 0.4142, 0.3733, 0.3367, 0.3625, 0.4231, 0.4814, 0.2154, 0.4415, 0.4077, 0.4858, 0.3607, -1.5546, 2.1185, -1.5257, -1.7044, -0.0787, -0.1887, 0.4273, 0.3126, 0.3886, 0.4608, 0.3582, 0.3039, 0.4347, 0.3883, 0.3491, -0.7599, -0.3891]
}

=====

# 2
{
  "formula": "C31H30N3OReS2",
  "method": "the ωB97M-V functional and the def2-TZVPD basis",
  "e_homo_ha": -0.511,
  "orbital_gap_ev": 6.13,
  "relative_energy_ev": 0.0000,
  "charge": 2,
  "energy_ha": -2312.89265,
  "fmax_ev_per_a": 0.729,
  "elements": ["Re", "C", "C", "C", "C", "C", "C", "C", "N", "C", "N", "C", "C", "C", "C", "C", "C", "C", "N", "C", "C", "C", "C", "C", "C", "C", "H", "H", "H", "H", "H", "H", "H", "H", "H", "H", "H", "H", "H", "H", "H", "H", "H", "H", "H", "H", "H", "H", "C", "O", "C", "S", "S", "H", "H", "H", "C", "C", "C", "C", "C", "C", "C", "H", "H", "H", "H", "H"],
  "positions_angstrom": [[-1.0156, 1.1940, 0.2144], [4.6417, -2.3161, -0.9260], [3.8862, -2.5660, -2.1992], [4.3331, -3.4953, -3.1326], [3.6363, -3.7359, -4.3063], [2.4759, -3.0302, -4.5849], [2.0166, -2.0816, -3.6867], [2.7137, -1.8711, -2.5022], [2.2537, -0.8879, -1.5669], [1.0097, -0.7683, -1.1031], [0.0816, -1.6826, -1.3726], [-1.2875, -1.6613, -1.0050], [-1.8874, -0.6242, -0.2666], [-3.2405, -0.7786, 0.0866], [-3.9702, -1.8699, -0.3293], [-3.3561, -2.8672, -1.0750], [-2.0161, -2.7915, -1.4149], [-1.3675, -3.9061, -2.1899], [0.6538, 0.2499, -0.3254], [1.2631, 1.5236, -0.1636], [1.3496, 2.4093, -1.2741], [1.8527, 3.6706, -1.1020], [2.2452, 4.0859, 0.1801], [2.1461, 3.2441, 1.2657], [1.6835, 1.9269, 1.1305], [1.7510, 0.9939, 2.3033], [5.4160, -3.0671, -0.7880], [3.9885, -2.3515, -0.0519], [5.1426, -1.3430, -0.9393], [5.2404, -4.0473, -2.9249], [4.0039, -4.4717, -5.0078], [1.9391, -3.2000, -5.5078], [1.1389, -1.4925, -3.9250], [2.9499, -0.2887, -1.1475], [0.3962, -2.4984, -1.8819], [-3.7333, -0.0110, 0.6751], [-5.0142, -1.9536, -0.0614], [-3.9265, -3.7311, -1.3898], [-2.0995, -4.6719, -2.4323], [-0.5740, -4.3959, -1.6180], [-0.9438, -3.5572, -3.1358], [1.0251, 2.0595, -2.2479], [1.9402, 4.3449, -1.9423], [2.6397, 5.0843, 0.3162], [2.4729, 3.5818, 2.2408], [2.7752, 0.9687, 2.6784], [1.4511, -0.0199, 2.0484], [1.1214, 1.3509, 3.1192], [-2.8473, 5.6193, -0.5067], [-3.6071, 4.8655, 0.4592], [-3.5410, 3.5665, 0.5966], [-4.3910, 2.7149, 1.6601], [-2.3933, 2.7285, -0.5934], [-3.1309, 6.6512, -0.3306], [-3.1216, 5.3274, -1.5186], [-1.7805, 5.4875, -0.3274], [-1.5055, 1.1234, 1.8698], [-1.7741, 0.7445, 3.2104], [-2.1849, 1.7052, 4.1498], [-2.4437, 1.3104, 5.4483], [-2.2982, -0.0249, 5.8090], [-1.8922, -0.9780, 4.8807], [-1.6251, -0.6010, 3.5797], [-2.2941, 2.7385, 3.8534], [-2.7627, 2.0380, 6.1814], [-2.5038, -0.3270, 6.8273], [-1.7878, -2.0122, 5.1780], [-1.3180, -1.3314, 2.8419]],
  "forces_ev_per_a": [[0.06, 0.25, -0.68], [0.04, 0.02, 0.05], [-0.12, -0.03, -0.06], [-0.02, -0.01, 0.02], [0.01, -0.02, 0.00], [-0.03, 0.00, -0.04], [0.06, 0.02, -0.01], [0.07, -0.18, -0.01], [-0.02, 0.19, -0.01], [-0.01, -0.24, 0.10], [0.07, 0.05, -0.05], [0.00, 0.03, 0.04], [-0.02, -0.13, -0.05], [0.00, 0.15, 0.05], [-0.02, 0.00, 0.02], [0.05, 0.02, -0.01], [-0.06, 0.04, 0.07], [0.03, -0.01, -0.03], [0.16, -0.11, -0.03], [-0.10, -0.17, 0.18], [0.05, 0.12, -0.04], [-0.04, -0.05, -0.04], [0.01, -0.01, 0.06], [0.00, 0.02, -0.03], [-0.06, 0.03, 0.06], [0.03, -0.04, 0.00], [0.00, 0.01, -0.01], [0.00, 0.01, 0.00], [-0.02, 0.00, 0.01], [0.01, -0.01, 0.00], [0.00, 0.00, -0.01], [0.00, 0.00, -0.01], [0.00, 0.03, 0.03], [-0.03, 0.06, -0.03], [0.02, 0.02, -0.01], [0.06, -0.04, -0.01], [-0.01, 0.00, -0.01], [0.00, -0.01, 0.00], [-0.01, 0.00, -0.01], [0.01, 0.01, 0.00], [0.00, -0.01, -0.01], [0.01, 0.00, 0.00], [-0.01, 0.00, -0.01], [0.00, 0.01, 0.00], [-0.01, 0.00, 0.01], [0.01, 0.00, -0.01], [-0.02, 0.01, 0.01], [0.01, -0.01, 0.01], [0.03, 0.00, -0.01], [-0.16, -0.15, 0.02], [0.19, 0.08, 0.20], [-0.04, 0.02, -0.12], [-0.19, 0.05, 0.02], [0.02, -0.01, 0.00], [0.01, -0.01, 0.01], [-0.01, 0.00, -0.04], [-0.12, -0.14, 0.46], [0.02, 0.21, 0.05], [0.06, -0.09, 0.03], [0.01, 0.03, -0.05], [0.00, -0.02, 0.01], [-0.01, 0.00, 0.01], [-0.01, -0.03, -0.03], [-0.02, 0.04, -0.02], [0.00, 0.01, 0.00], [-0.01, 0.00, 0.00], [0.00, 0.00, -0.01], [0.01, 0.01, -0.02]],
  "mulliken_charge": [0.6792, -1.5118, 0.6852, -0.7327, -0.7602, -0.8375, -0.1236, 0.2830, 0.0757, 0.5095, 0.2030, 0.8727, -0.1638, -0.4554, -1.2565, -0.6247, 0.9950, -1.5910, -0.1764, -0.7057, 0.0836, -0.9563, -0.5813, -0.8772, 1.0818, -1.7275, 0.4241, 0.2946, 0.3704, 0.4068, 0.4177, 0.4511, 0.6072, 0.4022, 0.1583, 0.1994, 0.4607, 0.3964, 0.4164, 0.4141, 0.3812, 0.5654, 0.4952, 0.4913, 0.5715, 0.5708, 0.2701, 0.3915, -0.7944, -0.3009, 0.5898, -0.1373, -0.3415, 0.2614, 0.3974, 0.3585, -0.3051, 0.8461, -0.4506, -0.8247, -0.3686, -0.8099, -0.0266, 0.5397, 0.4348, 0.4317, 0.4337, 0.5226]
}

=====

# 3
{
  "formula": "C31H30N6O2",
  "method": "the ωB97M-V functional and the def2-TZVPD basis",
  "e_homo_ha": -0.342,
  "orbital_gap_ev": 8.98,
  "energy_ha": -1678.11174,
  "fmax_ev_per_a": 3.903,
  "elements": ["O", "N", "O", "C", "C", "C", "C", "C", "C", "H", "H", "H", "H", "H", "C", "C", "C", "N", "C", "C", "H", "H", "H", "H", "H", "C", "C", "C", "N", "C", "C", "H", "H", "H", "H", "H", "C", "C", "C", "N", "C", "C", "H", "H", "H", "H", "H", "C", "C", "C", "N", "C", "C", "H", "H", "H", "H", "H", "C", "C", "C", "N", "C", "C", "H", "H", "H", "H", "H"],
  "positions_angstrom": [[1.2311, -1.0014, 0.4957], [1.6257, -0.0100, -0.1352], [2.7635, 0.3866, -0.0766], [0.5958, 0.8006, -0.8702], [0.9905, 1.5185, -2.0171], [0.0000, 2.2541, -2.6943], [-1.2691, 2.2871, -2.2062], [-1.6428, 1.6788, -1.0303], [-0.7201, 0.8149, -0.3713], [2.0041, 1.6687, -2.3583], [0.2405, 2.8373, -3.5709], [-2.0072, 2.9102, -2.6892], [-2.6605, 1.7972, -0.6890], [-0.9464, 0.1256, 0.4287], [2.3259, 4.4359, 2.4872], [1.6976, 3.6842, 1.4755], [0.4129, 3.2015, 1.7635], [-0.2020, 3.3338, 2.9498], [0.4295, 4.0396, 3.9274], [1.6664, 4.5917, 3.7403], [3.2774, 4.9112, 2.3003], [2.1858, 3.4114, 0.5516], [-0.2601, 2.7383, 1.0571], [-0.0906, 4.2940, 4.8391], [2.0681, 5.2538, 4.4931], [-3.2569, -1.8796, 0.3832], [-3.5876, -1.1709, 1.5653], [-2.7110, -1.3858, 2.6896], [-1.5966, -2.1421, 2.6924], [-1.3451, -2.7876, 1.4682], [-2.1248, -2.6109, 0.3226], [-3.8010, -1.5772, -0.4993], [-4.4504, -0.5552, 1.7727], [-2.9140, -0.8849, 3.6247], [-0.3967, -3.2993, 1.3972], [-1.8074, -2.9295, -0.6593], [3.1886, -2.5412, -1.7734], [2.3323, -3.4716, -1.2511], [1.0133, -3.5319, -1.7644], [0.5415, -2.6817, -2.7352], [1.4065, -1.7024, -3.1685], [2.7486, -1.5694, -2.7635], [4.2230, -2.4943, -1.4664], [2.5948, -4.0371, -0.3692], [0.3835, -4.3390, -1.4203], [0.9099, -1.0318, -3.8542], [3.3371, -0.7042, -3.0309], [-5.1011, 3.0706, -3.3498], [-4.7846, 4.1493, -2.4619], [-4.7049, 3.9356, -1.0910], [-5.0239, 2.7473, -0.5186], [-5.3591, 1.6998, -1.3487], [-5.4340, 1.8301, -2.7221], [-5.1648, 3.2054, -4.4195], [-4.6192, 5.1641, -2.7926], [-4.5642, 4.7790, -0.4313], [-5.6756, 0.8055, -0.8324], [-5.9094, 1.0770, -3.3330], [5.1836, -3.3611, 1.3617], [5.5124, -4.6713, 1.6448], [4.5025, -5.5364, 2.2183], [3.2205, -5.0870, 2.4527], [2.9790, -3.7833, 2.2100], [3.8809, -2.8657, 1.6917], [6.0107, -2.7682, 0.9999], [6.4511, -5.1235, 1.3606], [4.6802, -6.5945, 2.3424], [1.9568, -3.4740, 2.3708], [3.5595, -1.8346, 1.6873]],
  "forces_ev_per_a": [[0.13, 1.14, -1.06], [-1.26, -0.88, 1.41], [0.35, 0.39, -0.62], [0.04, 0.06, -0.60], [-0.93, 0.71, 0.41], [1.52, -0.69, 0.27], [-1.18, 0.91, 0.34], [0.77, -1.80, 0.77], [0.44, 0.55, -1.41], [0.20, -0.62, 0.26], [0.19, -0.09, -0.08], [-0.10, 0.01, -0.19], [0.04, -0.15, 0.24], [-0.26, 0.30, 0.28], [-1.04, -0.66, 0.25], [-0.11, 0.18, 1.33], [-0.45, 0.22, 1.13], [0.50, 0.88, 0.56], [-0.40, -0.46, -1.35], [1.01, 0.55, -1.54], [0.13, -0.07, 0.09], [-0.02, 0.33, -0.16], [0.56, -0.19, -0.40], [-0.34, -0.53, 0.10], [0.22, -0.11, 0.09], [-1.92, 3.17, 1.24], [1.92, -1.83, 1.35], [-0.23, -0.19, -1.21], [-0.71, -0.99, -2.87], [-0.34, 1.80, 1.50], [1.45, -0.80, 0.36], [-0.18, -0.53, -0.30], [-0.09, 0.07, -0.58], [-0.08, 0.14, 0.11], [-0.02, -0.22, 0.17], [0.26, -0.50, 0.11], [0.13, 1.97, -1.73], [-1.36, 0.34, -0.36], [0.77, 1.37, -1.40], [1.77, -0.58, 1.35], [-0.19, -1.06, 0.86], [-1.45, -2.00, 1.59], [0.03, 0.05, 0.32], [0.17, -0.40, -0.29], [-0.46, 0.16, -0.02], [0.31, 0.29, -0.17], [0.21, -0.24, -0.26], [-0.09, 0.20, 2.72], [0.09, -1.13, -1.09], [-1.38, -1.65, -0.08], [0.35, -0.42, -1.23], [0.18, 2.20, 0.99], [0.01, 1.45, -1.12], [-0.06, 0.01, 0.02], [0.11, -0.04, -0.40], [0.30, -0.07, 0.21], [0.08, -0.17, -0.06], [0.38, -0.40, 0.02], [-0.73, 0.45, 0.91], [-2.16, -1.75, 0.66], [-0.99, 2.47, -1.13], [2.21, -0.37, -0.36], [0.19, -0.62, -0.21], [1.44, -1.06, 0.40], [-0.32, 0.55, -0.26], [0.20, 0.22, 0.12], [0.03, -0.02, 0.29], [-0.13, 0.13, 0.27], [0.27, 0.10, -0.59]],
  "mulliken_charge": [-0.5231, 1.1786, -0.6244, 0.0750, -0.3724, -0.7821, -0.1437, -0.2789, -0.8657, 0.5622, 0.4391, 0.3131, 0.4633, 0.5345, -0.5064, -0.2760, -0.1815, -0.4991, -0.2664, -0.3175, 0.3693, 0.4100, 0.5810, 0.3515, 0.3452, -0.4939, -0.2907, -0.3313, -0.5599, 0.0498, -0.1074, 0.3748, 0.3974, 0.3968, 0.2296, 0.3277, -0.0389, -0.0330, -0.4374, -0.6691, -0.3011, -0.7074, 0.4136, 0.4121, 0.4948, 0.4728, 0.4127, -0.3600, -0.3523, -0.1588, -0.5703, -0.2553, -0.3060, 0.4207, 0.3859, 0.3603, 0.4408, 0.4092, -0.2321, -0.4360, -0.2635, -0.5740, -0.3142, -0.3873, 0.4558, 0.3796, 0.3737, 0.6290, 0.3571]
}

=====

Question: Number 2 is which compound?
Answer: C31H30N3OReS2